a | One molecule with the formula C15H22N2O4, computed with wB97M-V/def2-TZVPD.

Highest occupied orbital energy, eV: -9.1
Charge: 0

Bonds (Å) are listed after each position.
CARTESIAN COORDINATES (ANGSTROEM)
1 C -4.322 -0.530 -1.390  C2 1.509, H22 1.184, H23 1.103, H24 1.167
2 C -3.361 -0.760 -0.250  C1 1.509, C3 1.446, H25 1.009, H26 1.157
3 C -2.109 -1.462 -0.431  C2 1.446, C4 1.484, C5 1.517, H27 1.109
4 C -2.388 -2.914 -0.560  C3 1.484, H28 1.164, H29 1.170, H30 1.090
5 C -1.478 -1.022 0.877  C3 1.517, N6 1.506, C7 1.558, H31 1.303
6 N -2.209 -1.246 2.175  C5 1.506, H32 1.240, H33 1.238
7 C -0.894 0.422 0.909  C5 1.558, O8 1.265, N9 1.267
8 O -1.254 1.242 1.802  C7 1.265
9 N -0.037 0.867 0.089  C7 1.267, C10 1.379, H34 1.070
10 C 0.483 2.137 0.217  N9 1.379, C11 1.622, C19 1.620, H35 1.078
11 C 1.861 2.261 -0.632  C10 1.622, C12 1.576, H36 1.027, H37 1.119
12 C 3.041 1.250 -0.374  C11 1.576, C13 1.340, C18 1.495
13 C 3.823 1.190 0.713  C12 1.340, C14 1.363, H38 1.152
14 C 4.795 0.240 0.815  C13 1.363, C15 1.362, H39 1.058
15 C 4.834 -0.858 0.011  C14 1.362, O16 1.447, C17 1.326
16 O 5.548 -1.944 0.646  C15 1.447, H40 1.001
17 C 3.988 -1.004 -0.999  C15 1.326, C18 1.387, H41 1.068
18 C 3.079 0.020 -1.223  C12 1.495, C17 1.387, H42 1.021
19 C -0.594 3.294 -0.137  C10 1.620, O20 1.197, O21 1.385
20 O -0.505 3.940 -1.140  C19 1.197
21 O -1.532 3.549 0.850  C19 1.385, H43 0.927
22 H -3.650 -0.124 -2.276  C1 1.184
23 H -4.964 0.298 -1.046  C1 1.103
24 H -4.903 -1.436 -1.841  C1 1.167
25 H -3.042 0.157 0.022  C2 1.009
26 H -3.947 -1.355 0.551  C2 1.157
27 H -1.761 -1.189 -1.447  C3 1.109
28 H -3.191 -3.182 0.239  C4 1.164
29 H -1.463 -3.623 -0.457  C4 1.170
30 H -2.663 -3.061 -1.605  C4 1.090
31 H -0.479 -1.810 1.159  C5 1.303
32 H -3.230 -0.573 1.967  N6 1.240
33 H -1.742 -0.966 3.286  N6 1.238
34 H 0.135 0.128 -0.666  N9 1.070
35 H 0.670 2.200 1.276  C10 1.078
36 H 2.320 3.166 -0.476  C11 1.027
37 H 1.557 2.029 -1.683  C11 1.119
38 H 3.488 1.915 1.543  C13 1.152
39 H 5.448 0.190 1.646  C14 1.058
40 H 5.653 -2.545 -0.148  O16 1.001
41 H 3.975 -1.940 -1.514  C17 1.068
42 H 2.424 0.150 -1.996  C18 1.021
43 H -1.404 2.898 1.497  O21 0.927

b | One molecule with the formula C15H22N2O4, computed with wB97M-V/def2-TZVPD.

Highest occupied orbital energy, eV: -9.3
Charge: 0

Bonds (Å) are listed after each position.
CARTESIAN COORDINATES (ANGSTROEM)
1 O -3.301 0.680 -1.176  C2 1.221
2 C -3.011 0.544 0.002  O1 1.221, C3 1.522, N17 1.359
3 C -1.620 0.905 0.503  C2 1.522, C4 1.526, N6 1.446, H22 1.086
4 C -1.514 2.424 0.609  C3 1.526, O5 1.423, H23 1.092, H24 1.095
5 O -2.519 2.874 1.512  C4 1.423, H25 0.961
6 N -0.678 0.414 -0.477  C3 1.446, C7 1.357, H26 1.008
7 C 0.623 0.187 -0.166  N6 1.357, O8 1.221, C9 1.508
8 O 1.066 0.377 0.955  C7 1.221
9 C 1.479 -0.357 -1.282  C7 1.508, C10 1.557, C12 1.551, H27 1.090
10 C 2.132 -1.741 -0.999  C9 1.557, C11 1.524, H28 1.091, H29 1.089
11 C 3.456 -1.162 -1.486  C10 1.524, C12 1.525, C13 1.516, C14 1.465
12 C 2.899 0.255 -1.408  C9 1.551, C11 1.525, H30 1.090, H31 1.091
13 C 4.305 -1.723 -2.610  C11 1.516, C14 1.484, H32 1.084, H33 1.084
14 C 4.815 -1.641 -1.219  C11 1.465, C13 1.484, C15 1.476, C16 1.476
15 C 6.016 -1.146 -0.520  C14 1.476, C16 1.525, H34 1.082, H35 1.083
16 C 5.457 -2.536 -0.237  C14 1.476, C15 1.525, H36 1.083, H37 1.082
17 N -3.872 -0.025 0.885  C2 1.359, C18 1.447, O21 1.394
18 C -5.307 -0.042 0.705  N17 1.447, C19 1.533, H38 1.086, H39 1.090
19 C -5.765 0.970 1.763  C18 1.533, C20 1.535, H40 1.089, H41 1.088
20 C -4.650 0.894 2.816  C19 1.535, O21 1.448, H42 1.088, H43 1.089
21 O -3.615 0.052 2.253  N17 1.394, C20 1.448
22 H -1.409 0.454 1.469  C3 1.086
23 H -0.512 2.672 0.966  C4 1.092
24 H -1.665 2.849 -0.388  C4 1.095
25 H -2.455 3.830 1.588  O5 0.961
26 H -1.016 0.314 -1.421  N6 1.008
27 H 0.947 -0.353 -2.234  C9 1.090
28 H 2.147 -1.952 0.071  C10 1.091
29 H 1.721 -2.592 -1.541  C10 1.089
30 H 3.075 0.912 -2.259  C12 1.090
31 H 3.182 0.758 -0.482  C12 1.091
32 H 4.039 -2.697 -3.003  C13 1.084
33 H 4.692 -1.017 -3.337  C13 1.084
34 H 6.943 -1.086 -1.076  C15 1.082
35 H 5.894 -0.393 0.249  C15 1.083
36 H 4.961 -2.685 0.715  C16 1.083
37 H 6.021 -3.385 -0.601  C16 1.082
38 H -5.538 0.244 -0.316  C18 1.086
39 H -5.685 -1.044 0.906  C18 1.090
40 H -5.811 1.968 1.329  C19 1.089
41 H -6.742 0.724 2.174  C19 1.088
42 H -4.224 1.872 3.034  C20 1.088
43 H -4.962 0.406 3.737  C20 1.089

Computed energies relative to the best structure, in hartree: a 0.0828; b 0.0000

a | An isolated ion of composition C6H15N4 and charge +1, computed with wB97M-V/def2-TZVPD.

Highest occupied orbital energy (alpha / beta), eV: -10.1 / -10.1
Charge: +1

Bonds (Å) are listed after each position.
CARTESIAN COORDINATES (ANGSTROEM)
1 C -0.682 -1.464 0.031  C5 1.522, N7 1.346, N8 1.305
2 C -1.859 0.644 0.409  C3 1.490, N7 1.457, H11 1.060, H12 1.094
3 C -0.906 1.453 -0.401  C2 1.490, N9 1.382, H13 1.035
4 C 0.689 0.304 0.976  N8 1.453, N10 1.345, H14 1.104
5 C -0.766 -2.797 -0.697  C1 1.522, H15 1.093, H16 1.057, H17 1.092
6 C 2.831 0.689 -0.171  N10 1.497, H18 1.137, H19 1.098, H20 1.170
7 N -1.787 -0.811 0.434  C1 1.346, C2 1.457, H21 1.003
8 N 0.494 -0.962 0.290  C1 1.305, C4 1.453, H22 1.030
9 N -0.803 2.830 -0.455  C3 1.382, H23 0.963, H24 1.067
10 N 1.944 0.786 1.030  C4 1.345, C6 1.497, H25 1.000
11 H -1.681 1.009 1.389  C2 1.060
12 H -2.837 0.747 -0.069  C2 1.094
13 H -0.448 1.088 -1.255  C3 1.035
14 H 0.230 0.273 1.979  C4 1.104
15 H 0.190 -3.076 -1.148  C5 1.093
16 H -1.595 -2.844 -1.351  C5 1.057
17 H -0.812 -3.557 0.086  C5 1.092
18 H 2.128 1.084 -0.973  C6 1.137
19 H 3.831 1.129 -0.061  C6 1.098
20 H 2.911 -0.468 -0.321  C6 1.170
21 H -2.689 -1.219 0.273  N7 1.003
22 H 1.329 -1.382 -0.144  N8 1.030
23 H -0.606 3.214 -1.316  N9 0.963
24 H -1.379 3.462 0.183  N9 1.067
25 H 1.846 1.732 1.343  N10 1.000

b | An isolated ion of composition C6H15N4 and charge +1, computed with wB97M-V/def2-TZVPD.

Highest occupied orbital energy, eV: -12.9
Charge: +1

Bonds (Å) are listed after each position.
CARTESIAN COORDINATES (ANGSTROEM)
1 C -1.149 1.379 0.913  N2 1.410, H11 1.184, H12 1.065, H13 1.017
2 N -0.563 1.276 -0.365  C1 1.410, C3 1.439, C4 1.369
3 C -1.391 1.858 -1.387  N2 1.439, H14 1.178, H15 1.101, H16 1.153
4 C 0.083 0.117 -0.702  N2 1.369, N5 1.813, N9 1.380, H17 1.105
5 N -1.030 -1.270 -0.351  C4 1.813, C6 1.304, H18 1.082
6 C -0.541 -2.384 0.119  N5 1.304, N7 1.266, H19 1.078
7 N 0.669 -2.490 0.475  C6 1.266, C8 1.524, H20 0.951
8 C 1.740 -1.458 0.145  N7 1.524, N9 1.467, H21 1.095, H22 1.041
9 N 1.063 -0.159 0.230  C4 1.380, C8 1.467, C10 1.443
10 C 1.844 0.910 0.805  N9 1.443, H23 1.038, H24 1.091, H25 1.127
11 H -2.217 0.870 0.891  C1 1.184
12 H -0.682 0.747 1.632  C1 1.065
13 H -1.299 2.356 1.149  C1 1.017
14 H -2.460 1.391 -1.223  C3 1.178
15 H -1.473 2.955 -1.419  C3 1.101
16 H -1.219 1.446 -2.451  C3 1.153
17 H 0.386 -0.131 -1.735  C4 1.105
18 H -2.003 -1.176 -0.815  N5 1.082
19 H -1.209 -3.219 0.254  C6 1.078
20 H 0.959 -3.212 1.021  N7 0.951
21 H 2.437 -1.331 0.980  C8 1.095
22 H 1.936 -1.803 -0.817  C8 1.041
23 H 1.724 0.793 1.829  C10 1.038
24 H 2.873 0.673 0.528  C10 1.091
25 H 1.521 1.861 0.294  C10 1.127

c | An isolated ion of composition C6H15N4 and charge +1, computed with wB97M-V/def2-TZVPD.

Highest occupied orbital energy (alpha / beta), eV: -13.4 / -12.8
Charge: +1

Bonds (Å) are listed after each position.
CARTESIAN COORDINATES (ANGSTROEM)
1 H 3.548 -0.344 0.351  N2 1.053
2 N 2.619 -0.211 -0.126  H1 1.053, N3 1.592
3 N 1.374 0.005 0.843  N2 1.592, C4 1.412, N9 1.317
4 C 0.177 -0.141 0.109  N3 1.412, C5 1.319, H12 1.137
5 C 0.088 0.108 -1.183  C4 1.319, C6 1.581, H13 1.052
6 C -1.097 0.280 -2.215  C5 1.581, C7 1.496, C8 1.566, H14 1.042
7 C -1.463 -1.102 -2.654  C6 1.496, H15 1.073, H16 1.077, H17 1.036
8 C -2.397 0.994 -1.713  C6 1.566, H18 1.087, H19 1.016, H20 1.095
9 N 1.387 -0.176 2.147  N3 1.317, C10 1.487, N11 1.357
10 C 0.241 0.180 3.025  N9 1.487, H21 0.993, H22 1.083, H23 1.090
11 N 2.611 -0.275 2.725  N9 1.357, H24 1.020, H25 0.935
12 H -0.740 -0.340 0.753  C4 1.137
13 H 1.038 0.214 -1.621  C5 1.052
14 H -0.671 0.822 -2.995  C6 1.042
15 H -1.717 -1.672 -1.781  C7 1.073
16 H -2.376 -0.927 -3.198  C7 1.077
17 H -0.722 -1.486 -3.267  C7 1.036
18 H -2.723 1.695 -2.477  C8 1.087
19 H -3.112 0.290 -1.558  C8 1.016
20 H -2.331 1.604 -0.806  C8 1.095
21 H -0.415 0.770 2.570  C10 0.993
22 H -0.117 -0.740 3.469  C10 1.083
23 H 0.642 0.686 3.903  C10 1.090
24 H 3.433 -0.338 2.125  N11 1.020
25 H 2.723 0.103 3.573  N11 0.935

d | An isolated ion of composition C6H15N4 and charge +1, computed with wB97M-V/def2-TZVPD.

Highest occupied orbital energy (alpha / beta), eV: -13.0 / -13.0
Charge: +1

Bonds (Å) are listed after each position.
CARTESIAN COORDINATES (ANGSTROEM)
1 C -2.094 1.256 2.225  C2 1.573, H11 1.025, H12 1.055, H13 1.103
2 C -1.947 -0.102 1.443  C1 1.573, N3 1.497, H14 1.055, H15 1.001
3 N -0.699 -0.091 0.617  C2 1.497, C4 1.434, N6 1.300
4 C -0.421 -1.307 -0.091  N3 1.434, N5 1.457, H16 1.122, H17 1.100
5 N -1.527 -2.249 0.005  C4 1.457, H18 1.068, H19 1.055
6 N -0.207 1.060 0.263  N3 1.300, C7 1.334
7 C 0.797 1.355 -0.564  N6 1.334, C8 1.450, H20 1.112
8 C 1.789 0.424 -1.064  C7 1.450, C9 1.432, N10 1.334
9 C 2.525 0.795 -2.235  C8 1.432, H21 1.066, H22 1.001, H23 1.064
10 N 2.260 -0.585 -0.329  C8 1.334, H24 1.088, H25 0.926
11 H -2.697 1.958 1.786  C1 1.025
12 H -2.603 1.134 3.141  C1 1.055
13 H -1.260 1.870 2.603  C1 1.103
14 H -1.838 -0.961 2.046  C2 1.055
15 H -2.772 -0.156 0.879  C2 1.001
16 H -0.488 -1.045 -1.180  C4 1.122
17 H 0.534 -1.805 0.135  C4 1.100
18 H -1.208 -2.997 -0.687  N5 1.068
19 H -2.375 -1.879 -0.503  N5 1.055
20 H 0.969 2.392 -0.928  C7 1.112
21 H 3.521 0.913 -1.871  C9 1.066
22 H 2.015 1.476 -2.762  C9 1.001
23 H 2.548 0.076 -3.019  C9 1.064
24 H 2.115 -0.617 0.749  N10 1.088
25 H 3.060 -0.915 -0.658  N10 0.926

Computed energies relative to the best structure, in hartree: a 0.0221; b 0.0000; c 0.1811; d 0.0452